Below is 2 unconnected molecules or ions with the total composition C5H13N3O, with properties calculated with ωB97M-V/def2-TZVPD.

Results
* relative energy (zero: lowest compared OMol25 entry of this formula, charge and spin): 70.4 kcal per mole
* maximum force: 2.9 eV/Å
* structure (SMILES): C=NC(C)=O.CCNN
* HOMO-LUMO gap: 7.84 eV
* total charge: 0

Each line ends with the natural charge from an NBO analysis.
Cartesian coordinates (Å):
H1 2.50 -1.00 2.50  0.2137
C1 -2.21 1.27 0.73  0.0614
C2 2.28 -0.15 1.84  -0.6040
H2 0.48 1.42 -1.81  0.2307
H3 0.73 0.56 0.55  0.1587
N1 -0.23 -2.09 0.00  -0.6863
C3 0.96 -0.35 1.12  -0.2327
O1 -2.25 -0.23 -1.48  -0.5794
N2 -1.58 1.66 -0.32  -0.5168
H4 1.52 -1.20 -0.67  0.3258
H5 -2.68 0.27 0.84  0.1845
H6 3.12 -0.03 1.14  0.2010
H7 -0.18 -2.87 -0.67  0.3541
H8 -0.73 1.69 -3.10  0.2496
H9 0.17 -0.49 1.86  0.1996
H10 -0.09 0.05 -2.78  0.2331
C4 -1.51 0.74 -1.35  0.6724
H11 -2.28 1.94 1.60  0.1807
N3 1.06 -1.49 0.20  -0.4756
C5 -0.39 1.00 -2.32  -0.7132
H12 -0.95 -1.46 -0.37  0.3392
H13 2.23 0.75 2.46  0.2036